Entry P
Molecular formula: H3N2O3S
Method: DFT, ωB97M-V with the def2-TZVPD basis set

The HOMO energy is -4.6 eV. As for the spin multiplicity: 1. As for the net charge: -1. As for the HOMO-LUMO gap: 8.8 eV.

Geometry as XYZ:
```
9
H3N2O3S (ωB97M-V with the def2-TZVPD basis set)
N 1.2572 -0.5733 0.2918
N 1.2570 -0.4075 1.5378
O -2.0214 2.0124 -2.3033
O 0.1038 2.3952 -1.0797
O -0.2202 0.0918 -1.8013
S -0.2371 1.5568 -2.2441
H -2.2151 1.9025 -1.3575
H 0.7146 0.2949 -0.0470
H 1.8960 -1.1906 1.8321
```


Entry Q
Molecular formula: H3N2O3S
Method: DFT, ωB97M-V with the def2-TZVPD basis set

The HOMO energy is -5.0 eV. As for the spin multiplicity: 1. As for the net charge: -1. The SMILES is NNS(=O)(=O)[O-]. As for the HOMO-LUMO gap: 9.3 eV.

Geometry as XYZ:
```
9
H3N2O3S (ωB97M-V with the def2-TZVPD basis set)
N 1.5475 0.2229 0.2141
N 0.4829 -0.6286 0.5883
S -1.0367 -0.0155 -0.0510
O -2.0537 -0.8476 0.5434
O -0.7943 -0.2892 -1.4808
O -1.1569 1.3874 0.2515
H 1.3541 0.5632 -0.7972
H 1.2021 0.9730 0.7870
H 0.4551 -1.3656 -0.0554
```


Preferred: entry Q; penalty for the next structure: 26.3 kcal/mol.


Entry P
Molecular formula: C2H6ClNO
Method: DFT, ωB97M-V with the def2-TZVPD basis set

The HOMO energy is -9.4 eV. As for the spin multiplicity: 1. As for the HOMO-LUMO gap: 10.1 eV.

Geometry as XYZ:
```
11
C2H6ClNO (ωB97M-V with the def2-TZVPD basis set)
C -0.5655 0.5439 0.7957
C -0.0923 0.6782 -0.6121
N 1.1288 -0.9525 -0.9399
O -1.0704 0.4354 -1.5079
Cl 0.8984 2.0305 -0.9944
H -1.2576 1.4908 0.9529
H -1.0547 -0.4064 0.8863
H 0.3805 0.5738 1.4166
H 1.9756 -0.5353 -0.8407
H 0.9424 -1.2567 0.0542
H -0.5090 0.1633 -2.2828
```


Entry Q
Molecular formula: C2H6ClNO
Method: DFT, ωB97M-V with the def2-TZVPD basis set

The HOMO energy (alpha / beta) is -9.7 / -7.6 eV. As for the spin multiplicity: 1. As for the HOMO-LUMO gap (alpha / beta): 10.2 / 7.6 eV.

Geometry as XYZ:
```
11
C2H6ClNO (ωB97M-V with the def2-TZVPD basis set)
C -0.2708 1.0439 0.8791
C 0.6023 0.2505 -0.0300
N -1.0653 -1.6629 -0.1471
O 0.8053 0.5921 -1.3216
Cl 1.9371 -0.4984 0.7260
H -0.8651 0.2813 1.3241
H 0.0707 1.6716 1.7337
H -0.7084 1.7285 0.1333
H -1.5991 -1.1931 -1.0195
H -0.3672 -2.2476 -0.4694
H 1.4605 0.0340 -1.8086
```


Preferred: entry P; penalty for the next structure: 38.3 kcal/mol.


Entry P
Molecular formula: C5H14
Method: DFT, ωB97M-V with the def2-TZVPD basis set

The HOMO energy (alpha / beta) is -14.9 / -14.8 eV. As for the spin multiplicity: 2. As for the net charge: +1. As for the HOMO-LUMO gap (alpha / beta): 11.7 / 4.1 eV.

Geometry as XYZ:
```
19
C5H14 (ωB97M-V with the def2-TZVPD basis set)
C 2.0108 -0.4893 0.3560
C 2.6544 0.7268 -0.2538
C 1.2978 -1.3277 -0.6371
H 1.3174 -0.1046 1.1661
H 2.6438 -1.1855 0.9498
H 2.4228 0.8666 -1.3097
H 2.5256 1.6607 0.2804
H 1.4837 -2.3871 -0.5160
H 1.3783 -1.0235 -1.7047
H 3.7425 0.5289 -0.2467
H 0.1908 -1.0906 -0.5515
C -2.7116 0.6541 1.0541
C -2.7047 0.2788 -0.4251
H -3.0767 1.6607 1.2401
H -3.3871 0.0158 1.6073
H -1.7384 0.5577 1.5300
H -1.7735 -0.1883 -0.8096
H -3.5517 -0.3265 -0.7066
H -2.7244 1.1731 -1.0231
```


Entry Q
Molecular formula: C5H14
Method: DFT, ωB97M-V with the def2-TZVPD basis set

The HOMO energy (alpha / beta) is -14.9 / -14.5 eV. As for the spin multiplicity: 2. As for the net charge: +1. As for the HOMO-LUMO gap (alpha / beta): 11.8 / 3.3 eV.

Geometry as XYZ:
```
19
C5H14 (ωB97M-V with the def2-TZVPD basis set)
C -1.3758 -0.6628 2.5647
C 0.0177 -1.2216 2.5176
H -1.9887 -1.4924 2.2053
H -1.4672 -0.5119 3.6330
H -1.5423 0.3606 2.2584
H 0.0953 -2.0703 3.1921
H 0.7595 -0.5644 2.9839
H 0.5822 -1.3380 1.5581
C -0.1587 0.8733 -1.9231
C 1.0309 1.7780 -1.8611
C 0.2886 -0.5784 -1.9709
H -0.8163 1.2476 -1.0316
H -0.7230 1.0253 -2.8299
H 1.2062 2.2489 -0.7727
H 0.9861 2.5788 -2.6630
H 0.5056 -0.9052 -0.9374
H -0.5196 -1.2578 -2.3276
H 2.0030 1.2407 -1.9890
H 1.1165 -0.7505 -2.6066
```


Preferred: entry P; penalty for the next structure: 22.8 kcal/mol.


Entry P
Molecular formula: C7H7NO2
Method: DFT, ωB97M-V with the def2-TZVPD basis set

The HOMO energy is -9.5 eV. As for the spin multiplicity: 1. The SMILES is COC(=O)c1ccccn1. As for the HOMO-LUMO gap: 10.1 eV.

Geometry as XYZ:
```
17
C7H7NO2 (ωB97M-V with the def2-TZVPD basis set)
C -3.5026 -0.4311 0.0478
O -1.9700 -0.6936 -0.0632
C -1.2278 0.4960 -0.0827
O -1.6826 1.5726 -0.0042
C 0.2438 0.1575 0.0153
C 1.1736 1.3469 0.0393
C 2.5142 0.9763 0.0875
C 2.8528 -0.2925 -0.0012
C 1.9970 -1.2947 -0.0326
N 0.6414 -1.0478 0.0221
H -3.6358 -0.1165 1.1168
H -3.5985 0.0289 -1.0226
H -3.8965 -1.6743 0.1932
H 0.7215 2.0818 -0.0345
H 2.8975 1.8081 -0.2276
H 4.1073 -0.6706 -0.0112
H 2.3646 -2.2468 -0.0422
```


Entry Q
Molecular formula: C7H7NO2
Method: DFT, ωB97M-V with the def2-TZVPD basis set

The HOMO energy is -8.1 eV. As for the spin multiplicity: 1. The SMILES is O=C(O)/C=C\c1ccc[nH]1. As for the HOMO-LUMO gap: 8.2 eV.

Geometry as XYZ:
```
17
C7H7NO2 (ωB97M-V with the def2-TZVPD basis set)
O 0.3284 -0.5679 1.9764
C 0.4777 -1.5776 1.3410
O 1.1703 -2.6851 1.8148
C 0.1418 -1.9261 -0.1083
C -0.3552 -1.0338 -1.0334
C -0.4396 0.4767 -1.0047
C -0.8362 1.3348 -1.9759
C -0.6196 2.6271 -1.5816
C -0.1211 2.6095 -0.2624
N -0.0967 1.2894 0.0752
H 1.4596 -2.5404 2.7012
H 0.3548 -2.9752 -0.2159
H -0.7464 -1.4349 -1.9590
H -1.2746 0.9140 -2.8839
H -0.8403 3.5929 -2.0896
H 0.1518 3.4390 0.3521
H 0.0961 0.9380 0.9916
```


Preferred: entry Q; penalty for the next structure: 109.3 kcal/mol.


Entry P
Molecular formula: C6H14N5
Method: DFT, ωB97M-V with the def2-TZVPD basis set

The HOMO energy is -12.6 eV. As for the spin multiplicity: 1. As for the net charge: +1. The SMILES is CN1CCN(C)C1=NC(N)=[NH2+]. As for the HOMO-LUMO gap: 9.8 eV.

Geometry as XYZ:
```
25
C6H14N5 (ωB97M-V with the def2-TZVPD basis set)
C -1.7297 0.8558 1.2564
N -0.9685 -0.2035 0.8358
C -1.3936 -1.5162 1.1783
C -0.6567 -2.4570 0.1545
N 0.0829 -1.4743 -0.6528
C 1.1455 -1.8304 -1.6064
C -0.1510 -0.2415 -0.2307
N 0.3523 0.7983 -0.8983
C 0.9493 1.9643 -0.3984
N 0.9403 2.9552 -1.3231
N 1.4611 2.1354 0.8230
H -1.3561 1.9207 1.0007
H -2.6087 0.9911 0.7336
H -1.9790 0.7976 2.2442
H -2.4248 -1.6737 1.0428
H -1.2985 -1.9051 2.3210
H 0.0989 -3.0782 0.7037
H -1.2059 -3.2253 -0.5182
H 1.5260 -2.9034 -1.4711
H 1.0751 -1.6142 -2.6414
H 1.9996 -1.1861 -1.2625
H 0.5787 2.9368 -2.2986
H 1.6411 3.7807 -1.1310
H 1.7586 1.2895 1.2502
H 2.1631 2.8835 0.8886
```


Entry Q
Molecular formula: C6H14N5
Method: DFT, ωB97M-V with the def2-TZVPD basis set

The HOMO energy is -11.8 eV. As for the spin multiplicity: 1. As for the net charge: +1. As for the HOMO-LUMO gap: 9.2 eV.

Geometry as XYZ:
```
25
C6H14N5 (ωB97M-V with the def2-TZVPD basis set)
C -1.8786 -1.7475 0.9171
C 1.6552 -1.6284 0.5161
C -0.4175 -1.9877 0.8938
C 0.2548 -3.0949 1.3137
N 0.4789 -1.0748 0.3661
N 1.5789 -2.8411 1.1007
H 2.5910 -1.2372 0.1554
H 2.3857 -3.3803 1.3629
H -0.0929 -3.8889 1.9619
H -2.1833 -0.8103 0.4451
H -2.2090 -1.5782 1.9590
H -2.5040 -2.5512 0.5542
C 1.7874 1.7538 -1.2994
C -0.6361 2.0885 -0.7485
N 0.3756 2.0117 -1.5963
N -1.7671 2.7182 -1.1287
N -0.4957 1.6672 0.5033
H 0.2504 2.4534 -2.4976
H -1.7236 3.3803 -1.8890
H -2.6829 2.3525 -0.9269
H 0.1898 0.9202 0.6504
H -1.3302 1.4863 1.0438
H 2.3338 2.6865 -1.3295
H 2.1322 1.0119 -2.0067
H 1.9071 1.2900 -0.3206
```


Preferred: entry Q; penalty for the next structure: 39.6 kcal/mol.


Entry P
Molecular formula: C3H7N2
Method: DFT, ωB97M-V with the def2-TZVPD basis set

The HOMO energy (alpha / beta) is -10.4 / -15.7 eV. As for the spin multiplicity: 3. As for the net charge: +1. As for the HOMO-LUMO gap (alpha / beta): 6.5 / 8.5 eV.

Geometry as XYZ:
```
12
C3H7N2 (ωB97M-V with the def2-TZVPD basis set)
C -1.1042 -0.9269 0.0224
C -0.9104 1.0645 0.0844
C 0.1211 -0.0907 0.5384
N -1.8267 -0.0043 -0.3582
N 1.4169 -0.2648 -0.2452
H -1.0947 -1.9190 -0.1970
H -1.2340 1.7461 0.8808
H -0.5830 1.4645 -0.9317
H 0.3124 -0.1004 1.5481
H 1.3218 0.1635 -1.2561
H 1.4515 -1.3608 -0.3020
H 2.1290 0.2283 0.2160
```


Entry Q
Molecular formula: C3H7N2
Method: DFT, ωB97M-V with the def2-TZVPD basis set

The HOMO energy (alpha / beta) is -10.7 / -16.3 eV. As for the spin multiplicity: 3. As for the net charge: +1. As for the HOMO-LUMO gap (alpha / beta): 7.2 / 8.9 eV.

Geometry as XYZ:
```
12
C3H7N2 (ωB97M-V with the def2-TZVPD basis set)
C 0.3049 0.1612 1.4502
C -0.9802 0.5236 0.9454
C -0.1578 -0.5565 0.2153
N 1.0802 0.1487 2.3958
N 0.3098 0.0152 -1.3341
H -1.8707 0.3206 1.4224
H -1.0585 1.4812 0.5949
H -0.2614 -1.6238 0.1189
H 2.0065 -0.3532 2.1707
H -0.0940 0.9317 -1.4359
H -0.2971 -0.6166 -1.8090
H 1.2624 -0.2158 -1.3049
```


Preferred: entry Q; penalty for the next structure: 5.2 kcal/mol.


Entry P
Molecular formula: CH4N2O3
Method: DFT, ωB97M-V with the def2-TZVPD basis set

The HOMO energy is -9.6 eV. As for the spin multiplicity: 1. The SMILES is NN=O.O=CO. As for the HOMO-LUMO gap: 10.4 eV.

Geometry as XYZ:
```
10
CH4N2O3 (ωB97M-V with the def2-TZVPD basis set)
N -0.8870 -0.7252 1.4536
N -1.5019 0.2844 0.9458
O -0.7796 1.1988 0.4996
H -1.4454 -1.4284 1.9022
H 0.1101 -0.8744 1.2567
O 1.3325 -0.4902 -0.1958
C 0.9758 -0.0678 -1.2697
O 0.6643 1.1568 -1.6174
H 1.1006 -0.7045 -2.1892
H 0.4305 1.6506 -0.7858
```


Entry Q
Molecular formula: CH4N2O3
Method: DFT, ωB97M-V with the def2-TZVPD basis set

The HOMO energy is -10.4 eV. As for the spin multiplicity: 1. The SMILES is NC=O.O=NO. As for the HOMO-LUMO gap: 10.6 eV.

Geometry as XYZ:
```
10
CH4N2O3 (ωB97M-V with the def2-TZVPD basis set)
N 1.1790 0.7550 0.0094
C 1.4144 -0.5253 0.3400
O 0.5166 -1.3856 0.4257
H 0.1783 0.8924 -0.3593
H 1.9700 1.2911 0.0258
H 2.5033 -0.8292 0.6793
O -2.6630 1.2498 -0.7253
N -1.7362 0.5390 -0.4766
O -2.0304 -0.7330 -0.1477
H -1.3320 -1.2541 0.2286
```


Entry R
Molecular formula: CH4N2O3
Method: DFT, ωB97M-V with the def2-TZVPD basis set

The HOMO energy is -10.8 eV. As for the spin multiplicity: 1. The SMILES is O=[N+]([O-])O.C=N. As for the HOMO-LUMO gap: 11.3 eV.

Geometry as XYZ:
```
10
CH4N2O3 (ωB97M-V with the def2-TZVPD basis set)
O -1.6158 -2.4714 -1.7362
N -0.7162 -1.8925 -1.2275
O 0.4489 -1.9708 -1.4784
O -1.1018 -1.0480 -0.2394
H -0.3909 -0.4699 0.2044
C 0.5141 1.9174 0.7823
N 0.5099 0.6841 1.0026
H 1.3573 2.5872 0.9480
H -0.3906 2.3719 0.4003
H 1.3852 0.2921 1.3439
```


Entry S
Molecular formula: CH4N2O3
Method: DFT, ωB97M-V with the def2-TZVPD basis set

The HOMO energy is -9.9 eV. As for the spin multiplicity: 1. The SMILES is O=C(NO)NO. As for the HOMO-LUMO gap: 10.3 eV.

Geometry as XYZ:
```
10
CH4N2O3 (ωB97M-V with the def2-TZVPD basis set)
O 1.2410 -1.8755 0.3148
C 0.6424 -0.8001 0.1026
N 0.9233 0.4371 0.6290
O 0.6134 1.5406 -0.1896
N -0.6271 -0.8099 -0.4142
O -1.5841 0.0610 -0.0807
H 1.9743 0.6982 0.7552
H -0.2987 1.9297 0.1970
H -1.0538 -1.7084 -0.3996
H -1.8306 0.5272 -0.9145
```


Preferred: entry P; penalty for the next structure: 12.9 kcal/mol.


Entry P
Molecular formula: C2H3N2S
Method: DFT, ωB97M-V with the def2-TZVPD basis set

The HOMO energy is -15.5 eV. As for the spin multiplicity: 1. As for the net charge: +1. As for the HOMO-LUMO gap: 8.9 eV.

Geometry as XYZ:
```
8
C2H3N2S (ωB97M-V with the def2-TZVPD basis set)
C -0.5848 0.7897 1.1088
C 0.0081 -0.1961 0.5562
N 0.1722 0.6383 -2.3350
N 0.5453 -1.0584 -0.1464
S 0.6581 -0.6819 -2.1820
H -0.0641 1.6461 1.5067
H -1.6547 0.7863 1.2642
H 0.9200 -1.9240 0.2274
```


Entry Q
Molecular formula: C2H3N2S
Method: DFT, ωB97M-V with the def2-TZVPD basis set

The HOMO energy (alpha / beta) is -16.1 / -16.1 eV. As for the spin multiplicity: 1. As for the net charge: +1. As for the HOMO-LUMO gap (alpha / beta): 9.9 / 9.9 eV.

Geometry as XYZ:
```
8
C2H3N2S (ωB97M-V with the def2-TZVPD basis set)
C 0.0797 1.2242 -0.0411
C 0.8086 0.1324 -0.0160
N -1.7743 0.5649 0.1474
N 0.1269 -1.1348 -0.1869
S -1.5175 -0.8628 -0.0498
H 1.9692 -0.1173 -0.0402
H -0.0539 2.2461 0.1774
H 0.3612 -2.0527 0.0092
```


Preferred: entry P; penalty for the next structure: 14.8 kcal/mol.